w) A single C5H6N4 molecule. Source: the OMol25 dataset; level of theory: wB97M-V/def2-TZVPD.

XYZ file:
```
15
Properties=species:S:1:pos:R:3:mulliken_charge:R:1
N -1.9551 -1.1577 0.0920 -0.81
N -1.0105 -0.1836 -0.3092 0.34
C -1.3247 1.1699 -0.1207 -0.48
C -0.1100 1.9118 0.1112 -0.18
N 0.7212 0.8760 -0.2013 0.53
N 2.1587 0.8659 -0.0143 -0.96
C 2.4593 -0.5191 -0.0785 -0.23
C 1.4066 -1.4231 -0.0432 -0.62
C 0.3163 -0.5131 -0.2860 0.46
H -2.8924 -1.3560 -0.3910 0.27
H -2.4193 -0.9927 1.0475 0.26
H -2.3927 1.5875 -0.4769 0.27
H 0.2198 2.8742 0.3760 0.44
H 3.6285 -0.7020 0.1417 0.30
H 1.1943 -2.4381 0.1526 0.41
```

Summary:
SMILES   Nn1ccn2nccc12
Gap between HOMO and LUMO   0.3148 hartree
Total charge   0
Molar mass   122.13 g mol⁻¹

x) A single C5H6N4 molecule. Source: the OMol25 dataset; level of theory: wB97M-V/def2-TZVPD.

XYZ file:
```
15
Properties=species:S:1:pos:R:3:mulliken_charge:R:1
H -2.9213 -1.5141 0.7028 0.28
N -3.3510 -0.5136 0.3416 -0.59
C -2.3018 0.2827 -0.1332 0.14
N -0.9213 0.2495 -0.1261 0.50
C -0.2123 1.3188 -0.1277 -0.18
C 1.0352 0.7740 0.0039 -0.28
C 0.9701 -0.6403 -0.2108 0.36
N -0.2775 -0.9885 -0.1431 -0.90
N 2.3252 -0.9445 -0.2488 -0.44
C 2.6066 0.5099 0.3838 -0.28
H -2.3649 1.4596 -0.7390 0.17
H -0.6855 2.1752 0.0974 0.44
H 2.7454 -1.7250 0.3976 0.28
H 2.8122 0.5868 1.5321 0.23
H 3.3994 0.9263 -0.2529 0.24
```

Summary:
SMILES   [H]/N=C\n1cc2c(n1)NC2
Gap between HOMO and LUMO   0.3393 hartree
Total charge   0
Molar mass   122.13 g mol⁻¹

y) A single C5H6N4 molecule. Source: the OMol25 dataset; level of theory: wB97M-V/def2-TZVPD.

XYZ file:
```
15
Properties=species:S:1:pos:R:3:mulliken_charge:R:1
C -2.1983 1.4245 -0.3012 -0.45
C -2.6070 -0.7115 0.0062 0.05
C -1.0553 0.7083 -0.1400 0.26
C 0.9759 -1.1385 0.0557 0.13
C 2.7548 0.5250 0.0355 -0.71
N -3.1602 0.4279 -0.1029 -0.47
N -0.3018 -1.5808 0.0011 -1.31
N -1.2466 -0.6403 -0.0402 0.89
N 1.4103 0.0624 -0.0611 -0.21
H -2.4137 2.5228 -0.3990 0.32
H -3.2472 -1.5054 0.2766 0.41
H 1.6675 -1.9829 0.3694 0.31
H 3.3092 0.6454 -0.9444 0.24
H 2.9160 1.5028 0.5706 0.26
H 3.1965 -0.2598 0.6738 0.28
```

Summary:
Gap between HOMO and LUMO (spin up / spin down)   0.2270 / 0.2022 hartree
Total charge   0
Molar mass   122.13 g mol⁻¹

Which structure wins on stability? w) wins.

w) 2 unconnected molecules or ions with the total composition C4H11NO. Source: the OMol25 dataset; level of theory: wB97M-V/def2-TZVPD.

XYZ file:
```
17
Properties=species:S:1:pos:R:3:mulliken_charge:R:1
C -0.3190 -0.1598 2.1739 -0.76
N 0.1971 -1.2020 1.3129 -0.02
C -0.8207 -1.8799 0.6861 -0.81
H -0.6844 0.6378 1.5112 0.26
H -1.1759 -0.3154 2.9165 0.32
H 0.4246 0.3633 2.8009 0.36
H 0.8168 -1.7985 1.8033 0.31
H -1.6092 -2.3615 1.3293 0.35
H -0.2926 -2.6595 0.0399 0.35
H -1.4244 -1.3861 -0.1312 0.25
C 0.9769 0.2502 -2.0662 -0.58
C 0.8160 1.4555 -1.4371 0.20
O -0.4931 1.8912 -1.0612 -0.45
H 2.0110 -0.0879 -2.3022 0.24
H 0.2573 -0.5111 -2.4668 0.28
H 1.6643 2.0343 -1.1007 0.36
H -1.3416 1.3727 -1.2415 0.35
```

Summary:
Gap between HOMO and LUMO (spin up / spin down)   0.4205 / 0.1531 hartree
Total charge   +1
Spin multiplicity   2
Molar mass   89.14 g mol⁻¹

x) 2 unconnected molecules or ions with the total composition C4H11NO. Source: the OMol25 dataset; level of theory: wB97M-V/def2-TZVPD.

XYZ file:
```
17
Properties=species:S:1:pos:R:3:mulliken_charge:R:1
N -0.6047 -0.2057 1.4657 0.07
C -1.2274 -1.3598 0.8552 -0.57
C -1.0019 -1.2588 -0.6726 -0.47
C 0.1549 -0.1894 -0.8146 -0.62
C -0.0125 0.7101 0.5777 -0.58
H -0.0031 -0.6133 2.1895 0.38
H -0.7825 -2.2926 1.1727 0.31
H -2.2969 -1.3955 1.2099 0.33
H -0.6511 -2.2417 -1.0500 0.34
H -1.8940 -0.8747 -1.1838 0.30
H 1.0578 -0.7623 -0.7949 0.31
H 0.1761 0.5265 -1.6300 0.44
H 0.8979 1.1716 0.9266 0.46
H -0.7779 1.4680 0.2918 0.27
H 2.2376 2.4208 -0.1001 0.32
H 2.1766 2.1007 -1.5023 0.32
O 2.5510 2.7960 -0.9407 -0.59
```

Summary:
Gap between HOMO and LUMO (spin up / spin down)   0.4145 / 0.2391 hartree
Total charge   +1
Spin multiplicity   2
Molar mass   89.14 g mol⁻¹

y) 2 unconnected molecules or ions with the total composition C4H11NO. Source: the OMol25 dataset; level of theory: wB97M-V/def2-TZVPD.

XYZ file:
```
17
Properties=species:S:1:pos:R:3:mulliken_charge:R:1
C -1.2265 -2.0489 1.6588 -0.95
C -0.9346 -2.3096 0.2990 0.31
C -1.0582 -1.3486 -0.6325 -0.56
H -2.3109 -2.0302 1.8104 0.35
H -0.7138 -2.8195 2.2071 0.35
H -0.8047 -1.1263 1.9255 0.36
H -0.7746 -3.3848 0.1138 0.36
H -0.5267 -1.5897 -1.6454 0.29
H -1.4428 -0.3651 -0.5244 0.36
N 1.3562 1.1810 -0.9750 -0.41
C 0.7408 2.3856 -0.6439 -0.42
O 1.5837 3.5617 -0.3134 -0.47
H 1.7884 1.2956 -1.8477 0.24
H 1.8936 0.6480 -0.1952 0.26
H 0.1256 2.6549 -1.5458 0.32
H 0.0543 2.1705 0.1167 0.33
H 2.2502 3.1254 0.1919 0.29
```

Summary:
Gap between HOMO and LUMO (spin up / spin down)   0.3234 / 0.1531 hartree
Total charge   +1
Spin multiplicity   2
Molar mass   89.14 g mol⁻¹

Which structure wins on stability? x) wins.

w) 2 unconnected molecules or ions with the total composition C4H12N2O2. Source: the OMol25 dataset; level of theory: wB97M-V/def2-TZVPD.

XYZ file:
```
20
Properties=species:S:1:pos:R:3:mulliken_charge:R:1
C -1.7678 -1.8658 -0.5378 -0.96
C -1.4871 -0.6176 0.4754 -0.48
N -0.2052 0.0940 0.3758 -0.12
C 0.6749 0.4446 1.4981 -0.56
C 2.0083 1.1230 0.9252 0.41
N 2.0479 2.1104 0.0228 -0.34
O 3.0474 0.7846 1.5798 -0.65
H -0.7593 -2.4798 -0.6133 0.28
H -2.4354 -2.6505 0.1314 0.30
H -2.2374 -1.6122 -1.4517 0.34
H -2.3023 0.1307 0.6414 0.33
H -1.5757 -1.0331 1.5534 0.25
H 0.4564 -0.2712 -0.3450 0.23
H 0.2169 1.2999 2.0466 0.37
H 1.0735 -0.2966 2.2399 0.31
H 1.2690 2.4398 -0.3853 0.20
H 2.8269 2.6564 -0.1792 0.21
O -0.2405 -0.4386 -2.8984 -0.64
H 0.0703 -0.1802 -1.9203 0.23
H -0.6807 0.3622 -3.1589 0.30
```

Summary:
SMILES   CCNCC(N)=O.O
Gap between HOMO and LUMO   0.3580 hartree
Total charge   0
Molar mass   120.15 g mol⁻¹

x) 2 unconnected molecules or ions with the total composition C4H12N2O2. Source: the OMol25 dataset; level of theory: wB97M-V/def2-TZVPD.

XYZ file:
```
20
Properties=species:S:1:pos:R:3:mulliken_charge:R:1
C 1.8815 0.3866 -1.7068 -0.89
C 2.0919 0.2227 -0.2127 -0.73
N 0.9316 0.6678 0.5774 -0.19
C -0.1552 -0.1534 0.6957 0.79
O -1.2007 0.2593 1.1728 -0.70
C -0.0450 -1.5923 0.2741 -0.69
N -1.3188 -2.2775 0.4131 -0.59
H 2.8509 0.2357 -2.2004 0.35
H 1.3016 -0.4125 -2.1588 0.26
H 1.5370 1.3767 -1.9946 0.30
H 2.9688 0.6991 0.2212 0.39
H 2.2664 -0.8114 -0.0419 0.32
H 0.7615 1.6420 0.3715 0.30
H 0.4330 -1.7554 -0.6735 0.31
H 0.6923 -2.1995 0.8228 0.27
H -1.3526 -2.9650 -0.3261 0.21
H -2.1821 -1.7628 0.4419 0.25
O -1.9183 2.1013 -0.6380 -0.64
H -2.3568 1.2644 -0.8220 0.30
H -1.5440 1.9046 0.2328 0.36
```

Summary:
SMILES   CCNC(=O)CN.O
Gap between HOMO and LUMO   0.3679 hartree
Total charge   0
Molar mass   120.15 g mol⁻¹

y) 2 unconnected molecules or ions with the total composition C4H12N2O2. Source: the OMol25 dataset; level of theory: wB97M-V/def2-TZVPD.

XYZ file:
```
20
Properties=species:S:1:pos:R:3:mulliken_charge:R:1
C -1.9108 0.8827 -1.0729 -1.47
C -1.3360 0.2144 0.1376 0.30
O -1.5949 0.8689 1.3229 -0.60
C -0.5345 -0.8751 0.1235 0.64
N -0.3948 -1.7189 -0.9989 -0.62
N -0.0644 -1.3995 1.3673 -0.61
H -1.1646 1.0091 -1.8571 0.34
H -2.2840 1.8598 -0.7783 0.38
H -2.7403 0.3008 -1.4767 0.38
H -1.0582 0.4424 2.0081 0.32
H 0.5649 -2.0200 -1.1244 0.22
H -0.7182 -1.2774 -1.8485 0.25
H 0.6109 -2.1373 1.2075 0.26
H -0.8171 -1.7890 1.9260 0.21
C 2.5721 0.9312 0.3445 -0.52
O 1.6866 0.9788 -0.7467 -0.53
H 2.6167 1.8976 0.8608 0.24
H 3.5618 0.6976 -0.0498 0.23
H 2.2631 0.1701 1.0706 0.23
H 0.7418 0.9637 -0.4153 0.35
```

Summary:
SMILES   CC(O)=C(N)N.CO
Gap between HOMO and LUMO   0.3070 hartree
Total charge   0
Molar mass   120.15 g mol⁻¹

Which structure wins on stability? x) wins.